The following is a DFT calculation (ωB97M-V with the def2-TZVPD basis set) of a structure of composition C26H43Cl2N2OPRu.

Calculated values
Total charge: -1
E_HOMO (spin up / spin down), eV: -0.049 / -4.476
Maximum force, eV/A: 2.869
DFT total energy, eV: -69601.301
Multiplicity: 6
LUMO energy (spin up / spin down), eV: 2.5 / 2.1

Geometry as XYZ:
```
76
Properties=species:S:1:pos:R:3:forces:R:3:mulliken_spin:R:1
P -1.64719 -0.31020 0.05418 1.21 0.52 0.45 -2.95
C -1.18564 -1.84678 -0.74190 0.10 -1.36 -0.06 0.24
C -2.52088 -2.61558 -0.92162 0.49 -0.38 -0.32 0.18
C -2.32583 -3.97120 -1.60201 0.19 0.11 0.14 -0.20
C -1.49288 -3.87179 -2.88482 -0.09 0.05 0.05 0.15
C -0.16472 -3.13386 -2.68156 -0.08 -0.02 0.21 0.01
C -0.34563 -1.75363 -2.03486 -0.28 0.12 0.11 0.22
C -1.59954 1.24482 -0.83000 -0.34 0.96 -0.51 0.34
C -2.96079 1.27594 -1.55909 0.23 0.88 -0.20 -0.09
C -3.20172 2.66221 -2.15462 0.15 -0.18 0.06 -0.11
C -2.03947 3.09910 -3.05184 -0.02 -0.03 -0.09 0.07
C -0.65594 2.95071 -2.39615 -0.10 0.04 0.15 0.01
C -0.42445 1.56421 -1.77783 -0.11 -0.16 0.12 0.22
C -2.38280 -0.36940 1.71613 -0.08 0.00 0.74 2.33
C -1.78284 -1.50529 2.56489 -0.09 0.19 0.09 -0.23
C -2.63356 -1.64905 3.83311 -0.19 0.13 -0.13 0.07
C -2.78607 -0.33013 4.61350 0.28 -0.01 0.12 -0.04
C -3.07034 0.90513 3.74486 -0.13 -0.21 -0.19 -0.04
C -2.20802 0.96025 2.48042 0.06 -0.26 -0.04 -0.15
H -0.54022 -2.29672 0.04170 -0.34 -0.23 -0.35 0.22
H -3.20044 -1.99684 -1.52824 0.13 -0.07 0.17 0.10
H -3.01400 -2.75580 0.05284 0.05 0.10 -0.21 0.33
H -3.31533 -4.38277 -1.82595 0.04 -0.11 -0.01 -0.16
H -1.83732 -4.65358 -0.89575 -0.01 0.00 -0.09 -0.01
H -1.30627 -4.87937 -3.27699 0.00 0.13 0.00 -0.06
H -2.08103 -3.34256 -3.64421 0.02 0.01 0.03 0.01
H 0.49526 -3.73568 -2.04395 -0.04 0.02 -0.07 -0.04
H 0.33504 -3.00923 -3.65029 0.02 -0.04 0.15 -0.04
H 0.63568 -1.30918 -1.81134 -0.25 -0.05 -0.02 0.11
H -0.84215 -1.09084 -2.75711 -0.03 -0.17 0.10 0.04
H -1.54130 1.99966 -0.02189 -0.27 -0.20 -0.27 0.24
H -3.33157 3.37536 -1.33171 0.00 -0.01 -0.07 -0.02
H -3.78015 1.00464 -0.87581 0.14 -0.03 -0.15 0.18
H -2.94513 0.52433 -2.36550 -0.05 0.09 0.20 0.07
H -4.13862 2.63407 -2.72017 0.01 0.17 -0.04 -0.10
H -2.19638 4.14061 -3.36164 0.09 -0.12 -0.02 -0.06
H -2.06449 2.49259 -3.96635 0.01 0.01 0.04 0.00
H 0.12527 3.15829 -3.14024 -0.10 0.00 0.19 0.00
H -0.55530 3.69803 -1.59696 0.04 -0.06 -0.11 -0.01
H 0.51741 1.54061 -1.21177 -0.18 0.02 -0.14 -0.01
H -0.34844 0.81408 -2.57306 -0.08 0.19 0.10 0.10
H -3.46622 -0.55978 1.55060 0.25 0.03 0.00 0.83
H -1.77829 -2.45530 2.01870 -0.04 0.01 0.05 -0.02
H -0.73536 -1.26445 2.80526 -0.23 -0.07 -0.07 0.07
H -3.63266 -1.99350 3.53266 0.15 0.00 0.01 -0.09
H -2.20672 -2.42515 4.47935 -0.06 0.11 0.00 -0.04
H -1.86259 -0.15289 5.17903 -0.05 -0.01 -0.05 0.01
H -3.59491 -0.44412 5.34782 0.19 0.03 -0.03 -0.08
H -2.92674 1.82054 4.32799 -0.02 -0.08 0.03 0.01
H -4.12227 0.88310 3.43265 0.10 0.03 0.02 -0.07
H -2.50726 1.81799 1.86762 -0.07 -0.06 0.07 0.18
H -1.14096 1.09311 2.71930 -0.27 0.00 -0.06 0.11
Ru 3.00349 0.59265 1.65298 -0.92 0.63 -0.69 2.33
Cl 1.27667 2.09986 1.46235 -0.50 0.85 0.01 0.10
Cl 2.44301 -1.55630 2.22259 -0.20 -1.33 0.55 0.10
C 3.04907 0.06290 -0.14193 0.34 -1.03 -2.65 0.37
H 2.71272 -0.95295 -0.43632 0.28 0.34 0.32 0.06
C 3.61953 0.80112 -1.27457 -0.64 -0.34 1.22 -0.14
C 3.61983 2.20277 -1.16098 0.42 0.69 -0.54 0.13
C 4.24422 2.99178 -2.12268 -0.14 -0.11 0.27 -0.04
C 4.88256 2.38421 -3.20718 0.13 -0.19 -0.19 0.17
C 4.84830 0.98223 -3.36126 -0.08 0.45 0.10 -0.09
C 4.20244 0.19269 -2.42500 -0.21 0.22 0.28 0.15
H 3.11116 2.64675 -0.30133 0.20 -0.06 -0.33 0.01
H 4.23691 4.08440 -2.00739 0.05 -0.48 -0.15 0.00
H 5.33875 0.52632 -4.22462 -0.17 0.11 0.22 0.00
H 4.14342 -0.89266 -2.54068 0.09 0.30 0.07 0.00
H 5.40970 2.99500 -3.93535 -0.09 -0.09 0.03 0.02
N 5.31269 -0.06779 3.03788 0.34 0.05 0.39 0.02
C 4.41740 0.23150 4.00622 -1.23 0.86 -0.24 0.00
N 4.65425 -0.25128 5.25165 0.14 0.16 0.07 0.00
O 3.41764 0.95798 3.75459 1.49 -0.83 1.37 -0.03
H 6.02958 -0.75823 3.18960 -0.16 -0.02 -0.21 -0.01
H 5.02792 0.17589 2.08468 0.58 -0.18 0.15 0.01
H 3.96867 -0.04368 5.96717 0.27 -0.26 -0.32 0.00
H 5.36184 -0.95988 5.38217 -0.37 0.22 0.20 0.00
```
Forces are in eV/Å.

The following is a DFT calculation (ωB97M-V with the def2-TZVPD basis set) of a structure of composition C26H43IN5O6OsPS.

Calculated values
Total charge: +2
E_HOMO, eV: -13.291
Energy above the lowest of the compared OMol25 structures with the same formula, charge and spin, kJ/mol: 30.9
Maximum force, eV/A: 1.122
DFT total energy, eV: -78081.317
Multiplicity: 1
LUMO energy, eV: -6.4

Geometry as XYZ:
```
84
Properties=species:S:1:pos:R:3:forces:R:3:lowdin_charge:R:1
Os 0.26475 0.35648 0.58455 -0.11 1.11 0.14 1.45
N 0.29603 -0.70166 2.47158 -0.03 -0.19 -0.13 -0.13
C 1.24441 -0.10273 3.42335 -0.02 0.01 -0.09 -0.18
C 0.87050 1.34964 3.42703 0.07 0.01 0.07 -0.14
N 0.91725 1.79409 2.00948 -0.04 0.10 0.16 -0.17
C 0.26779 3.12708 1.84474 0.00 -0.02 -0.06 -0.14
C -1.20643 2.87324 1.66946 0.04 0.07 -0.02 -0.17
N -1.30670 1.87986 0.58818 -0.11 -0.19 0.25 -0.03
H -0.67298 -0.76271 2.85360 0.02 0.04 -0.11 0.07
H 0.54054 -1.67803 2.31358 0.03 0.00 -0.03 0.06
H 2.25585 -0.24188 3.03555 0.01 -0.02 0.04 0.12
H 1.18565 -0.55731 4.41112 -0.08 0.01 0.01 0.14
H 1.53610 1.96999 4.02715 0.02 0.00 -0.02 0.15
H -0.14785 1.47847 3.79310 0.00 -0.01 0.03 0.13
H 1.89084 1.89558 1.73020 0.04 0.05 0.12 0.12
H 0.69072 3.59337 0.95460 -0.01 -0.01 -0.02 0.13
H 0.50000 3.75788 2.70278 -0.02 -0.01 0.02 0.14
H -1.74913 3.79022 1.44087 0.01 0.00 -0.02 0.14
H -1.64938 2.43568 2.56356 -0.02 0.03 0.03 0.12
H -1.23463 2.31329 -0.33014 -0.01 0.03 0.01 0.12
H -2.21814 1.41066 0.62076 -0.02 -0.05 -0.09 0.08
N 2.23429 -0.74742 -2.39658 -0.01 0.05 0.02 0.18
C 2.71197 -1.13887 -1.23021 0.04 0.01 -0.01 -0.71
S 1.64157 -1.50694 0.11039 0.14 -0.08 -0.06 0.75
N 4.00196 -1.35434 -1.04656 -0.03 -0.05 0.01 0.09
C 5.05690 -1.30648 -2.02187 0.02 0.06 0.00 -0.23
C 4.90436 -1.85336 -3.28964 0.04 -0.08 0.03 -0.03
C 5.96935 -1.79708 -4.17834 -0.02 -0.01 -0.01 -0.05
C 7.17147 -1.21859 -3.80099 0.00 0.01 0.01 -0.05
C 7.31999 -0.70369 -2.52067 0.01 0.00 0.00 -0.05
C 6.26290 -0.74488 -1.62628 -0.03 0.07 -0.03 -0.02
H 1.24185 -0.61204 -2.50293 -0.02 -0.01 -0.01 0.11
H 2.85273 -0.47178 -3.14644 0.02 -0.05 -0.03 0.13
H 4.27739 -1.53039 -0.09110 -0.01 -0.10 -0.02 0.14
H 3.99929 -2.37284 -3.57498 -0.05 0.02 0.02 0.12
H 5.86036 -2.23080 -5.16301 0.00 0.01 0.00 0.12
H 7.99694 -1.18342 -4.49832 0.00 0.00 0.00 0.12
H 8.26143 -0.26867 -2.21467 0.00 0.00 0.00 0.12
H 6.37559 -0.34228 -0.62680 -0.01 0.00 0.00 0.12
C -5.71009 1.12748 0.50847 -0.03 0.01 0.00 -0.02
C -4.95437 0.30651 1.53294 0.08 -0.04 -0.04 -0.58
C -4.67833 1.09299 2.80202 -0.03 0.00 0.03 -0.02
C -5.65734 -1.00620 1.82205 -0.03 -0.01 0.04 -0.02
O -3.63417 0.04767 0.87668 0.03 0.07 0.05 -0.18
P -2.64014 -1.12596 1.24402 0.04 0.24 -0.21 0.31
O -2.35376 -1.24787 2.69504 0.15 0.04 0.02 -0.25
O -1.37600 -0.69671 0.40572 0.20 -0.52 -0.12 -0.45
O -3.22313 -2.36882 0.52106 0.06 -0.08 0.01 -0.13
C -2.87002 -3.79652 0.76920 -0.04 0.12 0.00 -0.58
C -1.36995 -3.92753 0.96874 0.02 -0.05 -0.01 -0.03
C -3.64957 -4.24872 1.98855 0.00 -0.03 0.01 -0.02
C -3.32251 -4.49998 -0.49338 -0.01 -0.05 0.01 -0.01
H -6.68726 1.40142 0.90626 0.00 0.00 0.01 0.10
H -5.85772 0.56026 -0.40967 0.00 0.00 0.00 0.10
H -5.17251 2.04804 0.27427 0.01 -0.02 -0.01 0.09
H -5.60648 1.22576 3.35827 0.00 0.03 -0.02 0.10
H -4.29202 2.08723 2.56519 0.04 0.00 0.00 0.08
H -3.97314 0.56176 3.44118 -0.02 -0.01 -0.01 0.08
H -6.65221 -0.78823 2.21042 0.00 0.00 0.00 0.11
H -5.12666 -1.59050 2.57592 0.01 0.02 -0.02 0.08
H -5.76584 -1.60013 0.91562 0.00 0.01 0.00 0.10
H -1.05270 -3.43522 1.89076 -0.02 0.00 0.01 0.07
H -0.82420 -3.51616 0.11848 -0.01 0.02 0.00 0.07
H -1.11824 -4.98452 1.05697 0.01 0.00 0.00 0.11
H -3.37429 -3.66407 2.86644 0.00 0.00 -0.01 0.08
H -3.43169 -5.29788 2.19072 -0.01 0.00 -0.01 0.10
H -4.72085 -4.15187 1.81335 0.01 0.01 0.00 0.09
H -2.74760 -4.16204 -1.35540 -0.01 0.02 0.00 0.09
H -4.37866 -4.30743 -0.67744 0.00 0.00 0.01 0.10
H -3.18381 -5.57546 -0.38174 0.01 0.00 -0.01 0.10
I 3.27938 5.86929 -5.69801 -0.01 -0.02 0.02 0.98
C 2.64019 4.53551 -4.24380 0.00 0.00 0.00 -0.72
C 3.38514 4.37697 -3.07661 0.01 0.01 -0.01 -0.12
C 2.95953 3.48827 -2.10859 0.02 -0.02 -0.01 0.00
C 1.78637 2.75720 -2.30239 -0.01 -0.04 0.00 -0.16
C 1.04184 2.92043 -3.47225 -0.01 0.00 0.00 0.00
C 1.46974 3.80630 -4.44250 -0.01 0.01 -0.02 -0.12
C 1.33505 1.82537 -1.27548 0.26 -0.20 -0.22 -0.59
O 1.98910 1.60307 -0.20939 -0.25 -0.42 0.18 -0.11
O 0.24781 1.15937 -1.38432 -0.29 0.10 0.05 -0.15
H 4.29157 4.94799 -2.93190 0.00 -0.01 0.01 0.10
H 3.53564 3.35421 -1.20257 0.00 0.00 0.00 0.12
H 0.13032 2.35518 -3.61828 0.00 0.00 0.01 0.13
H 0.89802 3.93624 -5.35071 0.00 0.00 0.00 0.10
```
Forces are in eV/Å.

The following is a DFT calculation (ωB97M-V with the def2-TZVPD basis set) of a structure of composition C26H43IrN3P2.

Calculated values
Total charge: +2
E_HOMO (spin up / spin down), eV: -11.776 / -13.909
Energy above the lowest of the compared OMol25 structures with the same formula, charge and spin, kJ/mol: 0.0
Maximum force, eV/A: 2.621
DFT total energy, eV: -53524.882
Multiplicity: 6
LUMO energy (spin up / spin down), eV: -5.2 / -9.4

Geometry as XYZ:
```
75
Properties=species:S:1:pos:R:3:forces:R:3:mulliken_spin:R:1
Ir 0.16085 -0.86962 0.91941 -0.22 -0.12 -0.51 1.85
C 1.73015 -2.48551 1.27757 1.19 -1.02 1.46 0.41
C 1.82434 -1.22827 2.03221 0.18 -0.78 0.64 0.26
C 0.37063 -2.70450 3.13670 -0.12 0.36 0.84 0.37
C 0.86928 -3.37636 2.01168 0.39 -0.59 -0.29 0.32
C 0.90790 -1.38338 3.16522 0.93 -1.13 0.93 0.33
C 2.63765 -2.91543 0.18240 -0.18 0.25 -0.07 -0.02
H 3.22344 -2.07541 -0.19424 -0.03 -0.16 -0.05 0.00
H 2.06717 -3.36242 -0.64223 0.19 -0.01 0.13 0.02
H 3.33659 -3.67945 0.55435 -0.16 0.09 -0.07 0.02
C 0.64731 -4.80231 1.67462 -0.28 -0.15 -0.39 0.00
H 0.82401 -4.99310 0.60903 0.01 -0.01 0.23 0.01
H -0.37918 -5.12324 1.90207 0.25 0.01 0.06 0.00
H 1.32776 -5.45626 2.24063 -0.15 0.13 -0.06 0.03
C -0.50483 -3.28514 4.18659 -0.41 0.06 0.01 -0.02
H 0.09166 -3.79382 4.95821 -0.12 0.04 -0.16 0.02
H -1.21110 -4.01701 3.77137 0.22 0.06 0.14 0.00
H -1.09560 -2.50952 4.68963 0.17 -0.17 -0.04 0.01
C 0.82369 -0.46207 4.32615 0.06 0.18 -0.04 0.01
H 1.38904 -0.87748 5.17617 -0.17 0.11 -0.18 0.02
H -0.21331 -0.32990 4.65949 0.27 -0.05 0.03 0.01
H 1.25051 0.51607 4.08764 -0.08 -0.11 0.11 0.00
C 2.96605 -0.27389 1.99373 -0.02 0.10 0.03 -0.10
H 3.69268 -0.57159 2.75927 0.01 0.16 -0.13 0.01
H 2.61733 0.73936 2.21340 0.25 -0.03 -0.05 0.01
H 3.44809 -0.30200 1.01665 0.09 0.17 0.12 0.00
C -0.31021 1.94098 -4.08592 0.69 -0.07 -0.55 0.01
C 1.02586 2.07523 -4.11850 -0.67 -0.20 -0.66 0.00
C 1.74544 3.39195 -4.09336 0.27 0.17 0.01 0.00
C 1.10042 4.49510 -3.22341 0.36 0.42 -0.23 0.00
C 0.45083 4.06802 -1.93178 -0.45 0.25 0.05 0.00
C -0.86469 3.83870 -1.80591 0.49 0.50 0.00 0.00
C -1.82872 3.70950 -2.95867 -0.37 0.17 0.05 0.00
C -1.24717 3.10482 -4.25204 -0.38 0.09 -0.17 0.00
H 1.83846 3.80602 -5.11368 0.09 -0.29 0.27 0.00
H 0.39197 5.07461 -3.84004 0.29 -0.23 0.48 0.00
H 2.77374 3.21084 -3.74216 -0.26 0.07 -0.14 0.00
H -0.76459 3.89560 -4.84343 -0.15 -0.42 0.17 0.00
H -0.77734 0.94825 -4.10170 0.35 0.23 -0.14 0.00
H 1.66892 1.20563 -4.30075 -0.33 0.13 0.27 0.00
H -2.09739 2.75865 -4.86051 0.23 0.14 0.14 0.00
H -2.67482 3.08468 -2.61839 0.20 0.29 -0.13 0.00
H -1.31923 3.77671 -0.80990 0.30 -0.14 -0.19 0.00
H -2.25786 4.69293 -3.23244 0.06 -0.37 0.30 0.00
H 1.91336 5.19644 -2.96745 -0.36 -0.16 -0.09 0.00
H 1.10347 4.08177 -1.05417 -0.31 0.04 -0.05 0.00
P 0.06518 -0.42880 -1.23662 -0.59 0.93 -0.93 0.19
P -1.32437 0.71570 1.49169 -0.82 0.44 0.36 0.30
C -1.28349 0.81412 -1.33362 0.12 -0.01 -0.79 0.08
C -2.18382 0.99591 -0.11034 -0.26 0.19 0.44 0.03
H -1.89633 0.59293 -2.21652 0.08 0.15 0.20 0.00
H -0.74098 1.73777 -1.55121 -0.13 0.01 -0.02 -0.03
H -2.61553 2.00530 -0.07543 0.02 -0.15 -0.27 0.01
H -3.02562 0.29198 -0.14300 0.16 0.10 0.13 0.00
C -2.54268 0.23369 2.74486 -0.40 0.39 0.05 0.00
H -2.03561 -0.12261 3.65013 -0.10 0.17 -0.28 -0.01
H -3.18892 -0.57019 2.37258 0.17 0.20 -0.01 0.00
H -3.17121 1.09654 3.00436 0.04 -0.24 0.05 0.01
C -0.45932 2.18974 2.09362 -0.17 0.38 -0.04 0.03
H -1.04448 3.08484 1.85050 0.18 -0.02 0.11 0.02
H 0.53323 2.26802 1.63552 -0.23 0.06 0.00 0.00
H -0.33517 2.12636 3.18253 -0.10 -0.03 -0.28 0.00
C -0.26438 -1.84188 -2.28528 0.06 -0.11 -0.59 0.02
H 0.54519 -2.57272 -2.16185 -0.19 0.19 -0.14 -0.01
H -0.32270 -1.52412 -3.33292 -0.01 -0.23 0.07 0.01
H -1.20787 -2.31361 -1.98282 0.22 0.22 -0.14 0.00
C 1.70345 0.26495 -1.53104 0.27 0.38 -0.49 0.03
H 2.09925 0.76376 -0.63690 -0.20 -0.14 -0.17 0.00
H 1.64959 1.00195 -2.33446 0.12 -0.05 0.09 0.07
H 2.38620 -0.53756 -1.82371 -0.08 0.06 0.02 0.00
N -1.48585 -1.98851 0.50970 0.41 -0.68 1.08 0.25
C -2.16434 -2.91115 0.84141 -2.14 -0.77 -1.01 -0.05
N -3.15748 -3.69764 0.82839 1.21 0.73 0.32 0.31
C -3.42774 -4.73719 1.58412 -0.78 -2.08 1.39 -0.09
N -3.77678 -5.67177 2.21284 0.84 1.93 -1.25 0.23
```
Forces are in eV/Å.